This record from OMol25 describes a structure of composition C40H46N3O8RbS. The level of theory is ωB97M-V/def2-TZVPD.

Output
ΔE to the lowest compared entry with this formula, charge and spin ... 8.9 kcal/mol
HOMO level ... -0.0376 hartree
LUMO ... 3.61 eV
Largest force on an atom ... 0.0224 Eh/bohr
Total charge ... -2

Atoms and positions in Å:
Rb: -0.3804 -0.8062 -0.8729
C: -3.3431 -0.6435 -2.4759
C: -3.3530 0.6939 -2.0156
C: -3.4665 0.6633 -0.6115
C: -3.5245 -0.6861 -0.1994
C: -3.4413 -1.4952 -1.3511
C: -3.4626 -2.9920 -1.4001
C: -3.6096 -1.1581 1.2175
C: -3.5135 1.8468 0.3008
C: -3.2692 1.9383 -2.8457
C: -3.3153 -1.0976 -3.9005
H: -2.8979 -3.3673 -2.2592
H: -4.4701 -3.4228 -1.4874
H: -3.0151 -3.4474 -0.5100
H: -2.8414 -0.7028 1.8551
H: -3.4806 -2.2405 1.2884
H: -4.5736 -0.9291 1.6908
H: -3.3073 2.7731 -0.2429
H: -2.7747 1.7758 1.1049
H: -4.4942 1.9777 0.7788
H: -2.4667 2.6089 -2.5176
H: -4.1938 2.5310 -2.8272
H: -3.0633 1.7096 -3.8927
H: -4.2151 -1.6625 -4.1744
H: -2.4588 -1.7409 -4.1380
H: -3.2647 -0.2479 -4.5843
C: 2.5752 0.3815 -2.2993
C: 3.6051 0.8873 -1.4811
C: 3.3273 2.2500 -1.2249
C: 2.1109 2.5824 -1.8589
C: 1.6570 1.4319 -2.5310
C: 0.4804 1.3538 -3.4580
C: 1.4482 3.9250 -1.9209
C: 4.2523 3.1773 -0.4989
C: 4.8476 0.1873 -1.0351
C: 2.5592 -0.9267 -3.0268
H: -0.0998 0.4304 -3.3528
H: 0.7676 1.3910 -4.5174
H: -0.2291 2.1647 -3.2889
H: 0.7498 4.1532 -1.1008
H: 0.8553 4.0233 -2.8327
H: 2.1787 4.7406 -1.9375
H: 4.4877 2.8546 0.5238
H: 3.8310 4.1828 -0.4139
H: 5.2232 3.2852 -1.0008
H: 4.8821 -0.0106 0.0459
H: 5.7506 0.7688 -1.2596
H: 4.9652 -0.7816 -1.5223
H: 2.7069 -0.7822 -4.1036
H: 1.6309 -1.4927 -2.9147
H: 3.3560 -1.5867 -2.6806
O: -0.2550 1.0014 1.1099
S: 1.1838 1.3071 0.7775
C: 1.5247 3.0090 1.3685
C: 0.4457 3.5742 2.2400
C: 0.6862 3.9188 3.5658
C: -0.3269 4.4438 4.3543
C: -1.5957 4.6213 3.8262
C: -1.8446 4.2770 2.5056
C: -0.8295 3.7636 1.7152
C: 2.1708 0.3533 1.9710
C: 1.9276 0.6703 3.4090
C: 2.9403 1.2227 4.1883
C: 2.7157 1.5457 5.5184
C: 1.4679 1.3286 6.0790
C: 0.4544 0.7737 5.3093
C: 0.6796 0.4356 3.9859
H: 1.6373 3.5809 0.4506
H: 2.4945 3.0071 1.8650
H: 1.6687 3.7528 3.9865
H: -0.1231 4.6997 5.3869
H: -2.3922 5.0178 4.4442
H: -2.8356 4.3875 2.0849
H: -1.0380 3.4742 0.6949
H: 3.2121 0.5034 1.6793
H: 1.9152 -0.6829 1.7293
H: 3.9132 1.3959 3.7422
H: 3.5148 1.9717 6.1130
H: 1.2835 1.5865 7.1143
H: -0.5241 0.6035 5.7387
H: -0.1092 0.0117 3.3825
O: -1.6188 -8.7502 -1.7699
N: -1.2151 -8.2037 -0.7506
O: -1.2996 -8.7199 0.3572
C: -0.7353 -6.8566 -0.8415
C: -0.7095 -6.2150 -2.0786
C: -0.2477 -4.9258 -2.1526
C: 0.2666 -4.1530 -1.0300
O: 0.7660 -3.0350 -1.1261
C: 0.1332 -4.8987 0.2146
C: -0.3267 -6.1912 0.3106
N: 0.4927 -4.2559 1.4743
O: 0.7361 -4.9715 2.4376
O: 0.5047 -3.0383 1.5322
N: -0.3036 -4.2982 -3.4699
O: -0.3785 -3.0876 -3.5340
O: -0.3216 -5.0307 -4.4522
H: -1.0531 -6.7175 -2.9686
H: -0.3752 -6.6764 1.2723

Forces on the atoms, in the same order (eV/Å):
Rb -0.881 0.494 -0.554
C 0.043 0.054 0.131
C 0.042 -0.215 0.102
C 0.068 -0.172 0.053
C 0.085 0.086 -0.112
C -0.007 0.131 -0.076
C -0.010 -0.177 -0.067
C -0.009 0.008 0.183
C -0.006 0.082 0.118
C -0.009 0.135 -0.089
C 0.075 -0.103 -0.222
H 0.016 0.004 -0.041
H -0.036 0.028 0.006
H 0.020 0.006 0.044
H 0.023 0.037 0.008
H 0.010 -0.045 -0.011
H -0.034 0.020 -0.001
H 0.025 0.035 -0.038
H 0.009 -0.026 0.023
H -0.049 -0.003 0.023
H 0.005 0.000 0.035
H -0.025 -0.015 0.012
H 0.011 -0.020 -0.033
H -0.033 -0.034 -0.009
H -0.041 0.010 0.031
H 0.018 0.021 -0.024
C -0.011 0.265 -0.007
C -0.177 0.212 -0.048
C 0.023 0.004 0.147
C 0.169 -0.048 -0.284
C -0.101 -0.177 0.063
C -0.151 -0.056 -0.037
C -0.030 0.233 -0.124
C 0.045 0.121 0.066
C 0.171 -0.091 0.088
C -0.024 -0.155 0.010
H 0.016 -0.019 -0.045
H 0.056 0.022 -0.012
H -0.009 0.029 -0.002
H -0.007 -0.052 -0.038
H 0.021 0.006 -0.047
H 0.018 0.016 0.033
H 0.003 -0.050 0.092
H -0.015 0.019 -0.011
H 0.007 -0.017 -0.041
H -0.030 0.018 0.040
H 0.001 0.022 -0.026
H -0.018 -0.039 -0.034
H -0.003 -0.009 -0.054
H 0.002 0.023 -0.028
H 0.022 -0.047 0.029
O 0.278 0.332 0.451
S -0.016 -0.129 -0.264
C 0.062 0.167 0.224
C 0.070 -0.016 -0.021
C -0.034 -0.028 -0.057
C 0.078 0.000 0.031
C -0.076 0.033 0.033
C -0.016 0.012 -0.068
C -0.043 0.021 0.065
C 0.115 -0.084 0.117
C 0.046 -0.050 -0.017
C -0.028 0.006 -0.036
C 0.072 0.034 -0.001
C -0.061 -0.001 0.075
C -0.047 -0.015 0.000
C 0.056 0.030 0.035
H -0.039 -0.097 0.102
H 0.017 -0.051 0.048
H 0.055 -0.008 0.036
H -0.004 0.004 0.027
H -0.010 0.002 0.007
H -0.031 0.005 0.006
H 0.001 -0.010 -0.035
H 0.017 0.075 -0.023
H -0.068 0.048 0.008
H 0.023 0.012 -0.001
H 0.011 0.005 0.011
H 0.000 0.008 0.027
H -0.021 0.004 0.034
H -0.043 -0.024 -0.041
O 0.325 -0.061 -0.036
N -0.952 0.070 0.143
O 0.320 -0.083 -0.041
C 0.233 0.093 0.026
C 0.241 0.340 0.155
C -0.122 -0.248 -0.320
C -0.122 -0.097 0.061
O 0.468 -0.905 -0.026
C -0.053 -0.226 0.391
C 0.120 0.268 -0.285
N -0.082 0.261 0.123
O 0.070 -0.062 -0.061
O -0.037 -0.187 -0.052
N -0.217 0.241 -0.114
O 0.045 -0.217 0.017
O 0.107 -0.053 0.029
H -0.003 0.007 -0.016
H 0.007 0.002 0.013

And the Mulliken charges, in e, turn out to be: number 1, Rb, carries 1.10; number 2, C, carries 0.88; number 3, C, carries 0.18; number 4, C, carries 1.20; number 5, C, carries -0.22; number 6, C, carries 0.54; number 7, C, carries -1.23; number 8, C, carries -1.36; number 9, C, carries -0.90; number 10, C, carries -1.73; number 11, C, carries -1.55; number 12, H, carries 0.24; number 13, H, carries 0.29; number 14, H, carries 0.22; number 15, H, carries 0.02; number 16, H, carries 0.38; number 17, H, carries 0.27; number 18, H, carries 0.36; number 19, H, carries -0.12; number 20, H, carries 0.33; number 21, H, carries 0.19; number 22, H, carries 0.31; number 23, H, carries 0.34; number 24, H, carries 0.34; number 25, H, carries 0.13; number 26, H, carries 0.37; number 27, C, carries 1.42; number 28, C, carries -0.33; number 29, C, carries 1.73; number 30, C, carries -0.03; number 31, C, carries 0.54; number 32, C, carries -0.87; number 33, C, carries -1.75; number 34, C, carries -1.71; number 35, C, carries -1.51; number 36, C, carries -1.46; number 37, H, carries -0.12; number 38, H, carries 0.33; number 39, H, carries 0.11; number 40, H, carries 0.16; number 41, H, carries 0.55; number 42, H, carries 0.36; number 43, H, carries 0.13; number 44, H, carries 0.34; number 45, H, carries 0.40; number 46, H, carries 0.14; number 47, H, carries 0.29; number 48, H, carries 0.40; number 49, H, carries 0.30; number 50, H, carries -0.06; number 51, H, carries 0.32; number 52, O, carries -0.36; number 53, S, carries 0.33; number 54, C, carries -1.49; number 55, C, carries 0.19; number 56, C, carries -0.19; number 57, C, carries -0.66; number 58, C, carries -0.52; number 59, C, carries -0.61; number 60, C, carries -0.03; number 61, C, carries -0.93; number 62, C, carries 0.31; number 63, C, carries -0.30; number 64, C, carries -0.70; number 65, C, carries -0.39; number 66, C, carries -0.64; number 67, C, carries -0.10; number 68, H, carries 0.40; number 69, H, carries 0.53; number 70, H, carries 0.45; number 71, H, carries 0.37; number 72, H, carries 0.39; number 73, H, carries 0.38; number 74, H, carries 0.31; number 75, H, carries 0.21; number 76, H, carries 0.26; number 77, H, carries 0.37; number 78, H, carries 0.37; number 79, H, carries 0.37; number 80, H, carries 0.40; number 81, H, carries 0.53; number 82, O, carries -0.67; number 83, N, carries 1.03; number 84, O, carries -0.67; number 85, C, carries -0.60; number 86, C, carries -0.43; number 87, C, carries -0.13; number 88, C, carries 0.41; number 89, O, carries -0.89; number 90, C, carries -0.04; number 91, C, carries -0.24; number 92, N, carries 0.86; number 93, O, carries -0.67; number 94, O, carries -0.47; number 95, N, carries 0.91; number 96, O, carries -0.43; number 97, O, carries -0.68; number 98, H, carries 0.60; number 99, H, carries 0.61